(1)
{"formula": "C31H55FO17P", "method": "ωB97M-V/def2-TZVPD", "multiplicity": 1, "e_tot_ha": -2934.4554, "charge": -1, "elements": ["P", "F", "O", "O", "O", "O", "O", "O", "O", "O", "O", "O", "O", "O", "O", "O", "O", "O", "O", "C", "C", "C", "C", "C", "C", "C", "C", "C", "C", "C", "C", "C", "C", "C", "C", "C", "C", "C", "C", "C", "C", "C", "C", "C", "C", "C", "C", "C", "C", "C", "H", "H", "H", "H", "H", "H", "H", "H", "H", "H", "H", "H", "H", "H", "H", "H", "H", "H", "H", "H", "H", "H", "H", "H", "H", "H", "H", "H", "H", "H", "H", "H", "H", "H", "H", "H", "H", "H", "H", "H", "H", "H", "H", "H", "H", "H", "H", "H", "H", "H", "H", "H", "H", "H", "H"], "coordinates": [[-2.360, -1.616, 0.503], [-1.013, 1.989, 0.748], [8.581, -5.039, 3.426], [-5.108, 0.799, 4.583], [7.137, -5.976, 4.881], [-1.761, 0.006, -0.005], [-6.816, -0.598, 4.840], [-0.646, 2.256, -7.002], [-2.447, 0.941, -6.699], [1.475, 4.647, -4.632], [-2.291, -0.997, 2.168], [-4.395, 3.536, 1.989], [3.029, -1.700, 3.367], [2.046, -3.927, 2.387], [-4.858, -1.039, 5.867], [-2.599, 2.866, -7.872], [6.418, -4.560, 3.281], [2.547, 6.582, -4.862], [-0.018, -2.333, 1.936], [3.559, -2.848, 3.970], [-0.363, 3.387, -7.824], [-2.993, 3.692, 2.259], [-3.452, 3.057, 1.024], [7.072, -3.649, 2.395], [-1.710, 0.260, 2.275], [0.907, -4.239, 3.165], [-0.255, 0.990, -3.727], [-1.493, -2.453, -2.297], [-7.357, 0.567, 4.218], [8.424, -4.315, 2.202], [-0.867, 2.395, -3.624], [-0.562, -1.273, -2.594], [-0.567, -2.301, 0.622], [7.352, -5.264, 3.957], [3.917, 4.629, -4.628], [-5.516, -0.350, 5.159], [1.440, 3.506, -3.728], [-2.622, -2.092, -1.325], [-1.222, -0.153, -3.389], [3.252, -4.061, 3.083], [-0.341, -3.440, 2.713], [3.223, -0.509, 4.095], [2.278, -0.372, 5.290], [-1.965, 0.956, 0.938], [2.605, 5.392, -4.695], [0.075, 3.450, -3.046], [-1.740, 4.002, -8.003], [-1.951, 1.915, -7.153], [-6.117, 1.253, 3.673], [-3.367, 1.579, 0.806], [-4.000, 1.094, 1.551], [3.026, 0.289, 3.379], [-6.153, 2.338, 3.690], [2.244, 3.599, -3.000], [8.419, -5.026, 1.374], [3.242, -4.951, 3.727], [-8.072, 0.277, 3.452], [-0.620, 0.204, 2.417], [6.488, -3.549, 1.484], [-2.146, 0.805, 3.123], [-3.375, -2.889, -1.295], [4.623, 5.126, -5.290], [-2.647, 4.717, 2.205], [-7.861, 1.165, 4.982], [-0.179, -0.846, -1.669], [2.724, 0.235, 6.080], [-1.979, 4.715, -7.212], [0.155, 0.826, -4.728], [-1.606, -0.567, -4.328], [0.597, 0.930, -3.036], [3.802, 3.588, -4.922], [-3.383, 3.659, 0.123], [3.140, -3.007, 4.973], [-2.838, -2.883, 1.029], [1.342, 0.095, 4.982], [-3.730, 1.328, -0.190], [-0.855, -3.084, 3.615], [-3.123, -1.216, -1.746], [9.248, -3.618, 2.084], [0.713, -5.318, 3.085], [2.025, -1.348, 5.702], [-5.870, 0.918, 2.666], [-0.916, -3.320, -1.965], [0.059, 3.038, -8.769], [0.207, 3.282, -1.974], [1.620, 2.611, -4.325], [-1.221, 2.736, -4.602], [-0.366, 4.444, -3.152], [-1.896, 4.465, -8.974], [-1.746, 2.338, -2.978], [4.036, -4.193, 2.336], [-1.940, -2.755, -3.256], [-3.741, -1.146, 0.462], [4.648, -2.743, 4.095], [-1.048, -4.098, 2.197], [4.274, -0.425, 4.413], [4.323, 4.668, -3.616], [-2.080, 0.246, -2.845], [0.306, -1.628, -3.166], [-2.609, 3.049, 3.043], [-0.592, -3.325, 0.220], [0.159, -1.730, 0.044], [1.103, -4.022, 4.223], [7.151, -2.678, 2.887], [0.350, 4.033, -7.319]], "forces_ev_per_a": [[-0.05, -0.76, 0.29], [0.05, 0.02, 0.01], [0.03, -0.02, 0.00], [0.07, 0.01, 0.00], [0.00, 0.00, 0.00], [-0.08, 0.43, -0.33], [-0.01, -0.04, 0.02], [0.03, -0.11, -0.10], [-0.07, -0.06, -0.13], [0.04, 0.44, 0.23], [-0.20, 0.04, 0.00], [-0.12, 0.14, 0.00], [0.09, 0.01, -0.16], [-0.07, -0.23, -0.12], [0.00, 0.01, 0.01], [-0.04, -0.05, -0.01], [-0.02, -0.05, 0.08], [-0.04, -0.30, -0.12], [0.33, -0.03, -0.08], [-0.09, 0.02, 0.14], [0.01, 0.09, -0.07], [-0.30, -0.22, -0.28], [0.45, 0.15, 0.08], [0.02, 0.05, -0.04], [0.12, 0.08, 0.13], [0.03, 0.15, 0.10], [0.13, 0.00, 0.23], [-0.12, 0.12, -0.11], [-0.01, 0.10, 0.00], [-0.04, 0.01, -0.05], [-0.12, 0.02, -0.05], [0.21, -0.04, -0.13], [-0.05, 0.08, 0.15], [0.05, 0.03, -0.04], [-0.07, 0.16, 0.00], [-0.05, 0.02, -0.01], [0.07, -0.12, -0.21], [0.13, 0.06, -0.08], [-0.10, -0.07, -0.38], [-0.03, 0.06, 0.06], [-0.25, 0.05, 0.15], [-0.06, 0.03, 0.05], [-0.08, 0.04, -0.11], [-0.03, -0.30, -0.14], [0.01, -0.23, -0.07], [0.04, 0.11, -0.07], [0.07, 0.06, 0.05], [0.11, 0.12, 0.18], [-0.07, -0.02, -0.05], [0.03, 0.00, 0.16], [-0.03, -0.14, -0.16], [0.09, 0.03, 0.04], [0.05, 0.00, 0.02], [-0.02, 0.07, 0.01], [-0.01, 0.01, -0.01], [0.16, -0.06, -0.11], [0.04, -0.08, -0.01], [0.00, -0.03, -0.02], [-0.03, -0.05, 0.01], [-0.01, -0.01, -0.05], [0.07, -0.04, 0.00], [-0.01, 0.02, 0.04], [0.12, -0.01, 0.19], [-0.01, 0.02, -0.02], [-0.01, 0.00, 0.02], [-0.02, 0.00, 0.00], [0.02, 0.00, 0.00], [0.04, 0.05, 0.03], [-0.15, 0.03, 0.07], [-0.07, 0.01, 0.04], [-0.01, 0.00, 0.04], [-0.14, 0.13, 0.02], [-0.04, 0.09, -0.03], [0.03, 0.08, -0.01], [-0.01, -0.05, 0.00], [-0.11, -0.07, 0.04], [-0.08, -0.11, -0.03], [-0.11, -0.05, 0.10], [0.01, 0.00, 0.07], [-0.06, 0.01, 0.09], [0.09, 0.02, 0.07], [0.05, -0.03, 0.02], [0.03, 0.09, 0.13], [-0.01, 0.00, -0.01], [0.05, -0.14, -0.05], [0.02, -0.02, 0.05], [-0.01, -0.09, 0.05], [-0.01, -0.01, 0.09], [-0.03, -0.06, -0.02], [0.01, 0.08, 0.00], [-0.06, 0.05, -0.05], [0.00, -0.03, 0.03], [0.14, 0.18, -0.08], [0.00, -0.10, 0.05], [0.09, 0.02, -0.09], [-0.01, -0.06, 0.02], [-0.03, -0.02, 0.00], [0.07, -0.05, 0.11], [-0.02, -0.02, 0.02], [0.04, 0.16, 0.08], [-0.03, 0.02, -0.01], [-0.08, 0.05, -0.06], [0.06, 0.04, -0.05], [0.01, 0.00, -0.01], [-0.03, -0.01, 0.10]]}

=====

(2)
{"formula": "C31H55LuN6O8PS", "method": "ωB97M-V/def2-TZVPD", "multiplicity": 1, "e_tot_ha": -4120.0207, "relative_energy_kcal_mol": 28.1, "charge": -1, "elements": ["Lu", "S", "P", "O", "O", "O", "O", "O", "O", "O", "O", "N", "N", "N", "N", "N", "N", "C", "C", "C", "C", "C", "C", "C", "C", "C", "C", "C", "C", "C", "C", "C", "C", "C", "C", "C", "C", "C", "C", "C", "C", "C", "C", "C", "C", "C", "C", "C", "H", "H", "H", "H", "H", "H", "H", "H", "H", "H", "H", "H", "H", "H", "H", "H", "H", "H", "H", "H", "H", "H", "H", "H", "H", "H", "H", "H", "H", "H", "H", "H", "H", "H", "H", "H", "H", "H", "H", "H", "H", "H", "H", "H", "H", "H", "H", "H", "H", "H", "H", "H", "H", "H", "H"], "coordinates": [[13.869, 9.546, 9.556], [11.021, 10.010, 8.269], [17.153, 11.045, 8.357], [15.176, 6.678, 6.743], [11.210, 8.985, 7.271], [15.465, 8.654, 10.827], [11.602, 7.343, 12.475], [13.896, 8.049, 8.039], [12.437, 8.516, 10.744], [12.283, 10.755, 8.552], [10.411, 9.499, 9.439], [13.175, 11.240, 11.398], [13.316, 13.520, 12.399], [11.372, 12.040, 12.827], [15.935, 10.573, 9.257], [13.576, 11.504, 13.832], [14.022, 6.138, 10.203], [17.629, 12.539, 5.885], [10.044, 11.316, 7.542], [12.092, 11.484, 14.006], [13.999, 12.929, 13.604], [11.700, 11.273, 11.606], [13.603, 12.665, 11.232], [7.725, 14.598, 5.948], [9.701, 12.931, 5.826], [11.810, 13.449, 12.671], [14.534, 6.900, 7.775], [15.066, 6.253, 11.207], [17.273, 13.640, 9.410], [16.576, 11.777, 6.738], [13.866, 10.750, 12.598], [10.360, 11.807, 6.279], [18.440, 11.821, 10.820], [16.020, 10.648, 5.757], [8.976, 11.864, 8.305], [18.392, 9.629, 7.998], [16.037, 7.380, 10.763], [19.344, 9.909, 6.779], [19.516, 12.790, 8.737], [19.276, 9.287, 9.206], [17.628, 8.309, 7.626], [8.218, 12.870, 7.750], [15.338, 12.751, 6.969], [8.575, 13.470, 6.509], [14.376, 5.778, 8.854], [18.175, 12.338, 9.370], [12.583, 6.144, 10.573], [12.175, 7.417, 11.374], [13.582, 5.138, 8.363], [16.811, 8.015, 8.305], [19.365, 11.215, 10.882], [7.789, 15.427, 6.648], [13.032, 13.099, 10.411], [19.370, 13.521, 7.934], [14.512, 12.305, 7.582], [11.275, 13.958, 11.875], [18.341, 7.448, 7.656], [16.432, 7.136, 9.797], [17.797, 14.314, 10.068], [17.150, 14.101, 8.402], [17.109, 13.006, 5.013], [15.314, 5.212, 8.816], [20.102, 13.255, 9.562], [19.789, 8.345, 9.003], [16.718, 9.840, 5.479], [16.311, 13.450, 9.862], [11.357, 10.240, 11.705], [16.226, 9.773, 10.050], [18.075, 13.340, 6.459], [20.080, 9.049, 6.758], [15.681, 13.726, 7.404], [13.552, 9.712, 12.764], [18.439, 11.959, 5.449], [13.761, 13.496, 14.499], [8.103, 14.891, 4.970], [11.027, 11.250, 5.613], [11.858, 12.074, 14.915], [14.699, 12.621, 11.062], [8.773, 11.493, 9.318], [6.661, 14.353, 5.884], [18.656, 9.159, 10.127], [9.999, 13.421, 4.892], [14.978, 13.030, 5.939], [11.589, 13.960, 13.609], [17.201, 8.310, 6.598], [12.311, 5.248, 11.113], [15.516, 5.274, 11.324], [19.901, 10.867, 6.851], [12.030, 6.185, 9.644], [14.565, 6.592, 12.161], [14.941, 10.748, 12.416], [15.798, 11.153, 4.785], [20.184, 11.994, 8.385], [11.188, 11.738, 10.735], [15.085, 12.926, 13.369], [11.763, 10.460, 14.190], [17.627, 11.155, 11.179], [20.031, 10.041, 9.371], [18.579, 12.681, 11.528], [16.831, 7.296, 11.535], [18.887, 9.851, 5.780], [15.106, 10.155, 6.150], [7.314, 13.216, 8.271]], "forces_ev_per_a": [[0.16, -1.04, 0.34], [-0.05, -0.99, -2.12], [0.94, -0.41, 0.82], [-0.71, 0.05, 1.10], [0.03, 0.64, -0.59], [0.21, -0.49, -0.18], [0.76, 0.00, -1.19], [1.60, -1.71, -0.37], [0.32, -0.64, 0.91], [0.62, 0.31, 0.17], [-1.46, 0.58, 1.43], [0.04, 1.33, -0.34], [-0.91, -0.48, 1.19], [0.32, 0.66, 0.24], [0.88, -0.64, 0.52], [-0.46, 0.98, -0.67], [-1.52, 0.30, -0.46], [-0.58, 0.54, -0.07], [-0.87, 0.16, 0.96], [0.35, 0.38, -0.17], [-0.29, -1.10, -1.34], [-0.16, -0.13, 0.65], [0.15, -0.29, 0.36], [0.53, -0.33, 0.42], [-1.49, 1.18, -0.14], [1.30, -1.06, 0.07], [-0.53, 1.74, -0.04], [-1.62, 1.44, -0.63], [0.83, -0.85, -0.33], [-0.94, -0.37, -1.38], [-0.28, -0.90, 0.77], [-0.09, -0.51, 0.24], [-0.06, -0.10, 0.10], [-0.16, 0.07, 0.12], [1.16, -0.58, -0.41], [-0.26, -0.63, -1.41], [-0.36, -0.40, 2.60], [0.77, -0.64, 0.20], [0.45, 0.00, 0.80], [-0.85, 0.07, 0.52], [-0.08, -0.33, -0.41], [-0.31, 0.95, -0.87], [0.59, 0.42, -0.39], [0.32, -1.22, 0.50], [-0.61, -0.08, -0.70], [-0.50, 0.47, -0.84], [1.42, 0.60, 0.08], [-0.39, 0.04, 0.21], [0.70, 0.32, 0.71], [0.41, 0.62, -0.36], [-0.47, 0.48, -0.14], [0.04, 0.36, -0.14], [0.36, -0.14, -0.36], [0.16, -0.20, 0.26], [0.79, 0.36, -0.61], [-0.02, -0.17, -0.28], [-0.30, 0.71, -0.05], [0.37, -0.23, -0.58], [0.21, 0.59, 0.15], [0.26, -0.36, 0.98], [0.19, -0.29, 0.70], [-0.09, -0.08, 0.08], [-0.34, 0.14, -0.54], [-0.08, 0.01, 0.00], [-0.10, 0.54, 0.46], [-0.39, -0.15, -0.07], [-0.01, 0.21, 0.00], [-0.86, 1.28, -1.47], [0.11, 0.31, 0.00], [-0.50, 0.96, 0.18], [-0.55, -1.03, -0.22], [0.09, 0.15, -0.09], [-0.14, -0.31, 0.28], [0.08, 0.22, -0.03], [-0.13, 0.16, 0.00], [0.15, 0.39, 0.55], [-0.03, -0.11, -0.53], [-0.59, 0.36, -0.13], [0.08, -0.06, -0.58], [0.20, -0.24, -0.12], [0.54, 0.02, -0.61], [-0.14, -0.37, 0.17], [0.04, -0.50, 0.97], [0.19, 0.13, -0.01], [0.23, 0.09, 0.89], [-0.21, -0.30, 0.41], [0.73, -0.21, 0.36], [-0.28, -0.73, -0.05], [-0.24, 0.03, -0.20], [0.65, -0.49, -0.81], [0.01, 0.06, -0.05], [-0.14, -0.23, 0.81], [-0.44, 0.07, 0.03], [0.55, -0.27, 0.53], [-0.55, 0.07, 0.43], [0.09, -0.03, -0.23], [0.28, 0.62, -0.09], [0.18, 0.18, 0.17], [-0.31, -0.62, -0.66], [0.33, 0.21, -0.49], [-0.28, 0.18, 0.50], [0.48, 0.32, -0.22], [0.47, -0.03, -0.19]]}

=====

Look up the multiplicity of the second one.
1

=====

Number 1 is which compound?
C31H55FO17P

=====

multiplicity of number 1 (C31H55FO17P)?
1